A cluster of 2 separate species, C7H16BrN2O7P in total at a distorted geometry. Source: the Open Molecules 2025 dataset; level of theory: ωB97M-V with the def2-TZVPD basis set.

```
34
Properties=species:S:1:pos:R:3:forces:R:3:mulliken_charge:R:1
C 1.82882 0.76716 2.27439 0.209 0.520 -0.027 -0.77
O 0.55945 0.15912 2.16733 0.072 -0.350 -0.383 -0.21
C -0.39061 1.06817 1.64737 0.398 -0.004 0.679 -1.52
C -1.59933 0.30531 1.05003 -0.059 0.640 -0.042 1.55
C -1.15174 -0.77537 0.02680 -0.614 -0.361 0.088 -1.39
C 0.10411 -0.38454 -0.73281 -0.909 -3.025 1.811 0.45
O 0.27776 0.61077 -1.26690 0.728 3.148 -1.750 -0.37
Br 1.50826 -1.78241 -0.79728 -0.081 -0.089 0.041 -0.25
O -2.40031 1.23366 0.32514 -0.028 -0.106 0.524 -0.43
C -3.42536 1.85605 1.08631 -0.469 0.832 -0.587 -0.80
P -2.45025 -0.55636 2.47820 1.243 -1.816 1.082 0.82
O -1.61386 -1.69175 2.84854 0.606 -0.748 -0.290 -0.69
O -2.53463 0.40406 3.78655 -1.451 0.071 -1.422 -0.50
O -3.91158 -1.15102 2.10065 0.021 1.367 -0.168 -0.56
H 1.75051 1.67830 2.89130 0.171 -0.183 -0.092 0.32
H 2.55114 0.08665 2.72942 -0.384 -0.102 0.029 0.24
H 2.22625 1.05202 1.28368 -0.183 -0.034 0.171 0.30
H -0.70777 1.72042 2.48028 -0.139 0.077 -0.421 0.53
H 0.11049 1.67293 0.87889 -0.584 0.034 -0.073 0.62
H -1.96143 -0.80215 -0.71839 0.280 0.064 0.007 0.40
H -1.10473 -1.77547 0.45938 0.421 0.286 0.125 0.65
H -4.31944 1.21823 1.16422 0.356 -0.066 0.255 0.28
H -3.74730 2.73302 0.51063 0.154 -0.189 0.071 0.33
H -3.09159 2.23750 2.05864 0.028 -0.289 -0.105 0.33
H -3.44881 0.39718 4.11926 0.274 0.212 0.162 0.35
H -3.76087 -2.06226 1.80208 -0.019 0.105 0.269 0.35
N 3.64053 0.08753 -4.86637 -0.039 0.227 -0.060 -0.33
C 4.16570 -1.16754 -4.99873 -0.003 -0.036 0.026 0.56
N 3.80797 -2.04397 -4.01479 0.004 -0.170 0.085 -0.29
O 4.89508 -1.47847 -5.92205 0.025 0.008 -0.043 -0.64
H 3.03813 0.36277 -4.11346 0.012 -0.049 0.006 0.15
H 3.88087 0.76030 -5.57072 -0.002 -0.045 0.026 0.20
H 4.17334 -2.97628 -4.07655 -0.008 0.049 -0.015 0.17
H 3.20815 -1.80266 -3.24820 -0.029 0.019 0.021 0.16
```
Positions in Å, forces in eV/Å.

Its net charge is 0. The SMILES is COC[C@](CC(=O)Br)(OC)P(=O)(O)O.NC(N)=O. The largest force on an atom comes out at 3.67 eV Å⁻¹. For the HOMO energy, the calculation gives -9.76 eV. As for the calculated total energy: -3827.967043 a.u.